(1)
# C18H24N2OPdS3

A structure of composition C18H24N2OPdS3 at a distorted geometry (ωB97M-V/def2-TZVPD, OMol25).

- HOMO-LUMO gap: 5.82 eV
- LUMO energy: 4.662 eV
- Relative energy (zero: lowest compared OMol25 entry of this formula, charge and spin): 23.2 kcal per mole
- Net charge: -2

Each line ends with the natural charge from an NBO analysis.
Atoms and positions in Å:
Pd1 3.28 -10.43 -9.66  -0.27
C1 5.17 -13.33 -8.60  -0.40
N1 3.84 -13.85 -8.92  -0.44
C2 3.97 -15.03 -9.83  -0.22
C3 2.82 -15.03 -10.86  -0.20
N2 2.60 -16.14 -11.71  -0.49
C4 2.39 -15.77 -13.06  -0.38
C5 2.15 -17.42 -11.25  0.17
C6 1.26 -17.45 -10.17  -0.26
C7 0.87 -18.63 -9.52  -0.29
C8 1.65 -19.77 -9.81  -0.23
C9 2.43 -19.75 -10.93  -0.26
C10 2.75 -18.63 -11.68  -0.17
S1 3.88 -18.74 -12.98  -0.54
C11 3.00 -13.85 -7.79  0.12
C12 2.44 -15.04 -7.39  -0.23
C13 1.62 -15.20 -6.25  -0.27
C14 1.44 -14.05 -5.50  -0.25
C15 2.00 -12.84 -5.92  -0.25
C16 2.76 -12.63 -7.05  -0.17
S2 3.38 -11.00 -7.24  -0.44
H1 5.72 -14.21 -8.14  0.14
H2 5.13 -12.53 -7.93  0.24
H3 5.62 -13.03 -9.51  0.18
H4 4.07 -15.95 -9.27  0.19
H5 4.93 -14.87 -10.38  0.20
H6 2.88 -14.12 -11.44  0.20
H7 1.88 -14.75 -10.35  0.17
H8 1.45 -15.07 -13.22  0.12
H9 2.36 -16.66 -13.71  0.24
H10 3.17 -15.14 -13.46  0.18
H11 0.74 -16.53 -9.86  0.20
H12 0.29 -18.59 -8.65  0.19
H13 1.65 -20.62 -9.10  0.18
H14 2.96 -20.68 -11.22  0.20
H15 2.71 -15.87 -8.03  0.20
H16 1.19 -16.05 -5.83  0.20
H17 0.76 -14.05 -4.63  0.18
H18 1.91 -11.86 -5.37  0.21
C17 4.55 -11.46 -12.29  -0.84
S3 3.30 -10.25 -11.85  1.39
C18 1.82 -11.21 -12.14  -0.90
O1 3.43 -9.13 -12.74  -1.01
H19 4.27 -12.39 -11.84  0.24
H20 5.58 -11.12 -12.11  0.24
H21 4.40 -11.54 -13.41  0.20
H22 1.53 -11.81 -10.99  0.28
H23 1.83 -11.88 -13.04  0.22
H24 0.96 -10.65 -11.95  0.24


(2)
# C23H71N13O20Zr

A structure of composition C23H71N13O20Zr at a distorted geometry (ωB97M-V/def2-TZVPD, OMol25).

- HOMO-LUMO gap: 1.51 eV
- LUMO energy: -9.585 eV
- Net charge: +2

Each line ends with the Mulliken charge.
Atoms and positions in Å:
Zr1 -2.30 -2.08 -5.79  1.59
C1 -1.15 2.00 -1.40  -0.25
C2 -0.70 0.77 -2.01  0.27
C3 0.58 0.06 -1.25  0.28
O1 0.99 -1.03 -1.61  -0.63
C4 1.22 0.79 -0.16  -0.09
C5 0.69 1.96 0.29  0.53
C6 -0.54 2.60 -0.32  0.33
O2 -1.11 3.70 0.15  -0.64
O3 1.49 2.59 1.08  -0.48
O4 -1.25 0.26 -3.03  -0.59
H1 -2.01 2.44 -1.88  0.52
H2 2.14 0.39 0.24  0.66
C7 -6.99 3.10 -0.94  0.63
O5 -6.63 2.18 -1.64  -0.70
N1 -8.24 3.29 -0.63  -0.42
N2 -6.22 3.86 -0.35  -0.32
H3 -8.52 4.17 -0.23  0.19
H4 -8.99 2.89 -1.17  0.24
H5 -5.25 3.83 -0.61  0.19
H6 -6.58 4.69 0.11  0.20
C8 4.85 -3.73 0.84  0.72
O6 4.60 -2.88 1.69  -0.65
N3 4.46 -3.70 -0.40  -0.35
N4 5.54 -4.85 0.95  -0.39
H7 4.79 -4.30 -1.15  0.16
H8 3.78 -3.00 -0.66  0.14
H9 5.66 -5.37 0.10  0.14
H10 6.03 -5.04 1.81  0.24
C9 -2.60 1.98 4.31  0.67
O7 -2.50 1.27 5.28  -0.62
N5 -2.19 3.26 4.20  -0.37
N6 -3.32 1.60 3.30  -0.32
H11 -1.95 3.47 3.25  0.13
H12 -1.74 3.73 4.98  0.21
H13 -3.74 0.69 3.20  0.20
H14 -3.33 2.29 2.56  0.11
C10 -3.57 9.09 -2.51  0.67
O8 -2.80 9.81 -1.89  -0.63
N7 -3.76 7.82 -2.34  -0.32
N8 -4.28 9.57 -3.51  -0.38
H15 -4.54 7.32 -2.73  0.16
H16 -3.03 7.25 -1.93  0.16
H17 -4.29 10.55 -3.75  0.22
H18 -4.92 8.93 -3.95  0.13
C11 0.45 7.22 4.71  0.63
O9 0.30 6.44 5.62  -0.64
N9 0.22 8.49 4.73  -0.32
N10 1.16 6.94 3.66  -0.39
H19 0.49 9.01 3.91  0.14
H20 -0.13 9.03 5.51  0.22
H21 1.40 5.98 3.48  0.20
H22 0.94 7.51 2.86  0.19
C12 0.28 -6.78 -0.05  -1.44
C13 -0.88 -7.64 -0.54  0.45
C14 -2.11 -7.59 0.40  -0.67
O10 -1.84 -8.08 1.72  -0.32
C15 -2.91 -8.02 2.70  -0.71
N11 -1.18 -7.17 -1.89  -0.58
H23 0.56 -7.14 0.94  0.37
H24 0.16 -5.70 -0.01  0.27
H25 1.17 -7.07 -0.61  0.40
H26 -0.59 -8.68 -0.67  0.29
H27 -2.82 -8.24 -0.13  0.27
H28 -2.46 -6.56 0.55  0.34
H29 -2.60 -7.97 3.74  0.27
H30 -3.67 -8.80 2.63  0.30
H31 -3.47 -7.14 2.41  0.29
H32 -1.76 -7.83 -2.37  0.26
H33 -0.33 -7.45 -2.36  0.27
C16 5.16 2.00 -2.42  -1.23
C17 5.04 1.31 -3.78  0.88
C18 4.69 2.31 -4.88  -0.89
O11 3.23 2.42 -4.87  -0.21
C19 2.72 3.68 -4.52  -0.73
N12 6.21 0.52 -4.03  -0.74
H34 5.08 1.29 -1.59  0.35
H35 4.40 2.78 -2.41  0.15
H36 6.04 2.63 -2.27  0.35
H37 4.27 0.54 -3.79  0.08
H38 4.97 1.87 -5.84  0.32
H39 5.17 3.28 -4.94  0.32
H40 3.13 4.63 -4.85  0.36
H41 2.77 3.82 -3.44  0.26
H42 1.67 3.64 -4.81  0.24
H43 6.24 -0.25 -3.37  0.26
H44 6.09 0.06 -4.92  0.26
C20 3.03 -5.49 5.99  -1.38
C21 2.07 -4.27 6.04  0.40
C22 0.99 -4.58 4.99  -0.65
O12 0.03 -3.44 5.00  -0.32
C23 -0.62 -3.17 3.73  -0.71
N13 1.51 -4.24 7.38  -0.63
H45 3.25 -5.81 4.97  0.32
H46 2.62 -6.37 6.48  0.36
H47 4.00 -5.27 6.45  0.39
H48 2.57 -3.31 5.91  0.32
H49 0.58 -5.59 5.05  0.36
H50 1.50 -4.58 4.03  0.31
H51 -0.03 -2.67 2.96  0.24
H52 -1.55 -2.63 3.90  0.32
H53 -0.90 -4.09 3.22  0.26
H54 1.04 -5.09 7.63  0.24
H55 2.20 -4.12 8.11  0.25
O13 5.30 1.33 2.91  -0.59
H56 5.41 0.38 2.97  0.33
H57 4.44 1.45 2.51  0.26
O14 -3.64 0.52 -6.99  -0.52
H58 -3.29 1.23 -7.53  0.29
H59 -4.56 0.73 -6.87  0.30
O15 1.73 0.32 4.96  -0.55
H60 2.00 1.02 4.38  0.29
H61 1.74 -0.47 4.42  0.27
O16 -2.30 -3.72 -3.16  -0.48
H62 -1.99 -4.60 -2.95  0.26
H63 -2.80 -3.45 -2.39  0.27
O17 -5.06 -1.46 -4.15  -0.54
H64 -5.83 -2.02 -4.10  0.31
H65 -5.25 -0.73 -3.56  0.31
O18 0.61 -2.76 -5.22  -0.48
H66 1.25 -2.86 -5.93  0.30
H67 1.14 -2.76 -4.42  0.27
O19 0.33 0.88 -6.78  -0.62
H68 1.09 1.10 -6.24  0.32
H69 0.06 1.72 -7.17  0.30
O20 1.13 7.18 -0.53  -0.62
H70 0.69 6.35 -0.35  0.29
H71 0.47 7.85 -0.34  0.32


Number 1: energy -2207.4044 hartree. Number 2: energy -3181.6160 hartree.